No. 1
C11H22Cl2IO4P2Yb | ωB97M-V/def2-TZVPD

XYZ file:
```
43
Properties=species:S:1:pos:R:3:forces:R:3
Yb 0.008 -1.013 -0.680 0.35 0.87 1.88
I 0.017 -1.597 -3.578 0.01 -0.53 -0.10
Cl -0.630 -3.830 3.385 -0.30 0.17 0.02
Cl -1.519 -1.024 3.993 -0.11 -0.30 -0.09
P 2.621 0.060 -0.463 1.90 -0.94 0.08
P -2.503 0.207 -0.304 -2.24 -1.38 0.04
O 0.105 -1.959 1.217 0.03 0.79 -1.42
O 1.383 -0.705 2.614 -1.01 -0.84 -1.17
O 0.165 2.381 0.500 -0.37 -3.98 -1.90
O 0.007 1.360 -4.522 0.00 -3.87 -0.70
C 0.088 1.324 0.027 0.55 4.28 2.21
C -0.177 -2.149 3.624 0.47 -0.02 -0.05
C 0.518 -1.551 2.386 0.92 0.75 1.71
C 3.331 -1.496 0.180 -0.30 -0.40 0.23
C -0.004 -0.217 -6.404 0.02 -0.14 0.25
C -2.992 -1.374 0.508 0.29 -0.01 0.14
C -3.555 0.086 -1.788 0.31 0.20 -0.68
C -3.504 1.349 0.694 0.74 0.83 0.36
C 3.622 0.235 -1.972 -0.62 0.16 -0.50
C 0.005 0.250 -4.967 -0.02 4.36 -0.29
C 3.435 1.245 0.641 -0.87 0.53 0.35
H -4.085 -1.387 0.617 0.26 -0.13 -0.09
H -2.675 -2.237 -0.096 -0.18 -0.04 0.14
H -0.894 -0.835 -6.578 0.14 0.16 0.05
H -3.515 1.049 -2.321 -0.11 -0.34 0.04
H 3.192 -0.442 -2.723 0.41 0.23 -0.04
H -2.524 -1.446 1.497 -0.18 -0.09 -0.18
H 3.530 1.274 -2.316 0.16 -0.29 -0.15
H -4.602 -0.146 -1.530 0.49 0.06 -0.02
H 3.155 -1.533 1.267 0.11 -0.11 -0.43
H 4.518 1.056 0.712 -0.47 -0.08 -0.17
H -3.327 2.365 0.316 -0.20 -0.12 0.28
H 0.494 -2.110 4.487 -0.14 0.09 -0.38
H 3.250 2.256 0.250 0.19 -0.15 0.29
H 0.876 -0.849 -6.585 -0.15 0.17 0.05
H 4.409 -1.518 -0.042 -0.39 -0.08 0.11
H -3.142 -0.693 -2.447 -0.33 0.22 0.07
H 2.838 -2.363 -0.293 0.36 0.05 0.19
H 0.001 0.675 -7.058 0.00 -0.43 0.45
H -4.581 1.118 0.635 0.56 -0.14 -0.13
H 4.676 -0.016 -1.779 -0.41 0.13 -0.03
H 2.958 1.133 1.626 0.32 0.20 -0.17
H -3.165 1.290 1.738 -0.18 0.15 -0.22
```
Positions in Å, forces in eV/Å.

Properties
Charge: +2
Multiplicity: 2
HOMO (alpha / beta), eV: -15.537 / -15.537
HOMO-LUMO gap (alpha / beta), eV: 7.5547 / 7.2795
Energy above the lowest of the compared OMol25 structures with the same formula, charge and spin, kJ/mol: 14.23

---

No. 2
C11H12N2OS | ωB97M-V/def2-TZVPD

XYZ file:
```
27
Properties=species:S:1:pos:R:3:forces:R:3
S -0.499 1.702 -0.939 0.56 -2.68 2.54
O -1.649 1.507 -1.836 -0.10 0.53 -1.04
N 3.368 2.165 1.875 0.04 0.30 0.30
N 3.260 -1.802 -0.507 4.25 0.32 -1.90
C 0.251 -0.115 -0.767 -0.11 0.80 -0.73
C -2.448 0.650 0.622 1.66 -1.41 2.79
C -1.338 1.648 0.743 0.35 3.20 -0.56
C 2.984 1.650 0.927 -0.55 -0.94 -0.08
C 4.038 -0.868 -1.220 -2.44 1.65 2.23
C 1.542 -0.171 -0.340 0.91 2.66 0.86
C -0.903 -1.018 -0.567 -1.85 0.08 -0.02
C 2.146 -1.382 -0.089 -1.36 -2.10 1.02
C 2.576 0.973 -0.329 -1.24 0.00 -0.91
C -1.848 -0.768 0.603 -0.05 2.65 -0.88
C 3.746 0.454 -1.058 1.09 -1.31 -1.08
H -2.855 0.811 -0.280 -2.33 0.75 -2.87
H 4.810 -1.207 -1.830 1.24 -0.58 -0.78
H -3.154 0.752 1.459 0.11 0.10 -0.41
H -2.643 -1.434 0.624 -1.41 -1.58 -0.29
H -1.711 2.702 0.630 -0.21 -0.72 1.05
H -0.713 -2.074 -0.469 1.21 -0.33 -0.33
H -0.648 1.603 1.628 -0.34 -0.19 -1.17
H 1.698 -2.229 0.339 -1.98 -0.63 0.91
H 2.182 1.794 -0.948 -0.04 0.01 0.03
H -1.552 -0.931 -1.432 -0.05 -0.18 -0.49
H 4.285 1.223 -1.544 0.90 0.43 -0.60
H -1.410 -0.798 1.525 1.76 -0.82 2.42
```
Positions in Å, forces in eV/Å.

Properties
Charge: 0
Multiplicity: 3
HOMO (alpha / beta), eV: -5.824 / -8.409
HOMO-LUMO gap (alpha / beta), eV: 5.8790 / 4.0512
Energy above the lowest of the compared OMol25 structures with the same formula, charge and spin, kJ/mol: 260.09

---

No. 3
C36H60FN2O2SSn | ωB97M-V/def2-TZVPD

XYZ file:
```
103
Properties=species:S:1:pos:R:3:forces:R:3
Sn -0.126 -0.802 -0.021 -0.20 0.02 -0.71
S -0.434 -3.807 1.127 -0.05 -0.16 0.20
F -2.117 -0.550 0.156 -0.12 -0.12 0.11
O 2.282 -0.131 0.252 0.53 -0.36 0.30
O -0.161 -0.114 2.139 0.17 -0.79 0.13
N -0.076 1.739 -0.023 0.04 -0.02 -0.01
N -0.920 0.142 -2.510 0.12 -0.11 -0.04
C 0.257 -0.015 -3.375 -0.25 0.13 0.10
C -0.849 0.671 2.830 -0.21 0.13 0.25
C 4.492 5.080 -2.416 -0.02 -0.03 -0.01
C 3.988 -1.617 -1.858 0.02 0.06 0.05
C 4.917 -0.774 -0.958 -0.13 -0.05 0.02
C -1.244 1.546 -2.255 0.05 -0.26 0.15
C -3.886 4.262 4.712 -0.01 -0.02 0.00
C -0.990 -1.010 4.830 0.05 -0.03 -0.14
C 2.994 0.811 -0.155 -0.13 0.18 -0.22
C -1.487 -1.054 6.277 -0.08 0.02 0.07
C -1.974 2.693 4.427 -0.01 -0.10 0.01
C -1.303 2.095 0.735 -0.01 0.15 0.07
C -1.530 5.023 5.149 0.04 0.02 -0.02
C -1.826 -2.019 4.010 0.00 0.09 0.08
C 5.287 4.290 -1.360 0.03 0.10 -0.01
C -1.273 1.925 2.237 -0.05 -0.13 -0.24
C -2.510 3.840 5.263 -0.04 0.06 0.02
C 5.129 -1.479 0.400 0.05 0.16 -0.10
C 4.494 3.057 -0.971 0.06 -0.16 0.00
C 6.667 3.955 -1.934 -0.02 -0.04 0.01
C 0.498 -1.435 4.848 -0.15 0.21 0.05
C -1.777 2.895 3.037 -0.12 0.21 0.15
C 4.315 0.620 -0.762 -0.09 -0.04 0.14
C 6.283 -0.695 -1.641 0.08 0.02 -0.09
C -1.979 -4.359 0.375 0.11 0.04 0.03
C 2.451 2.155 -0.032 -0.14 -0.02 0.01
C 1.106 2.356 0.635 0.13 -0.03 0.01
C 3.203 3.219 -0.414 -0.03 0.21 -0.13
C -2.084 -0.549 -3.083 0.26 0.04 0.20
C 4.997 1.752 -1.142 0.02 0.18 0.04
C -2.673 3.476 6.742 0.03 -0.06 -0.05
C 5.480 5.168 -0.108 0.00 -0.04 0.02
C -1.186 0.383 4.228 0.20 0.02 -0.14
C -0.193 2.245 -1.408 -0.03 0.02 -0.05
C 0.754 -4.873 0.289 -0.13 0.08 0.00
C -1.702 1.421 4.966 0.00 0.15 0.00
H -1.687 -3.022 4.425 -0.01 0.08 -0.07
H -2.734 -3.615 0.625 0.00 -0.06 -0.03
H 3.023 -1.791 -1.383 -0.01 0.01 0.00
H 4.334 4.479 -3.317 0.01 0.05 0.07
H 6.061 6.054 -0.371 -0.03 -0.02 0.02
H -2.061 3.843 2.590 0.01 -0.05 0.07
H -1.870 -4.413 -0.710 -0.05 0.02 0.06
H -2.115 1.458 0.374 0.10 0.06 -0.01
H 5.600 -2.452 0.227 -0.07 0.10 0.01
H 2.792 4.218 -0.295 0.10 -0.08 -0.02
H -4.275 5.090 5.311 0.02 -0.06 -0.05
H -1.577 3.137 0.524 0.13 0.05 0.00
H 4.527 5.503 0.310 0.08 -0.03 -0.03
H 0.604 -2.323 5.477 -0.02 0.07 -0.07
H 0.785 2.138 -1.874 0.02 0.04 -0.02
H -1.873 5.840 5.789 0.03 -0.04 -0.07
H 0.654 -5.897 0.645 0.04 0.00 -0.06
H 6.670 -1.708 -1.773 -0.02 0.07 0.01
H 4.454 -2.587 -2.057 -0.03 0.10 0.02
H 6.594 3.357 -2.848 0.02 0.06 0.11
H 0.927 3.437 0.730 0.04 -0.04 -0.02
H -2.891 -1.772 4.062 0.09 -0.01 0.04
H 4.194 -1.634 0.927 -0.14 -0.01 0.05
H 7.180 4.884 -2.188 -0.02 -0.06 0.01
H -0.524 4.735 5.472 -0.12 0.03 -0.02
H 7.289 3.420 -1.209 -0.07 0.05 -0.10
H -1.534 -2.038 2.961 0.04 0.02 0.09
H 3.516 5.400 -2.040 0.11 -0.02 -0.05
H 1.174 1.948 1.644 -0.07 -0.03 -0.03
H -3.400 2.670 6.882 0.08 0.07 0.00
H 0.602 -4.834 -0.790 0.07 0.00 0.03
H -2.902 -0.543 -2.362 0.04 0.06 -0.01
H 3.823 -1.119 -2.821 0.03 -0.05 0.10
H 1.748 -4.501 0.534 -0.02 -0.04 -0.03
H -1.358 2.102 -3.197 0.03 0.03 -0.02
H -1.824 -1.588 -3.293 0.01 0.05 0.01
H -1.722 3.179 7.194 -0.08 0.02 -0.02
H -2.409 -0.075 -4.018 -0.02 -0.01 -0.01
H 5.052 5.974 -2.698 -0.04 -0.02 0.00
H 6.023 4.622 0.670 -0.05 0.05 -0.06
H 1.126 -0.643 5.272 -0.09 -0.11 -0.02
H -2.212 1.567 -1.751 0.01 0.03 -0.03
H -3.039 4.350 7.285 0.02 -0.06 -0.03
H -0.888 -0.413 6.934 -0.08 -0.09 -0.06
H -1.468 5.401 4.124 0.01 -0.04 0.13
H 7.007 -0.140 -1.036 -0.05 -0.07 -0.08
H -4.599 3.435 4.764 0.06 0.09 0.00
H -1.401 -2.079 6.645 0.01 0.07 -0.01
H 5.979 1.636 -1.582 -0.16 0.10 0.06
H 0.129 0.516 -4.328 0.03 -0.01 -0.02
H 0.864 -1.673 3.858 0.05 0.01 -0.21
H 1.158 0.359 -2.884 -0.05 -0.03 -0.02
H -2.539 -0.763 6.356 0.10 -0.04 0.03
H 5.797 -0.892 1.040 -0.07 -0.06 -0.08
H -3.827 4.600 3.674 -0.02 -0.02 0.10
H 6.218 -0.232 -2.632 0.03 -0.06 0.09
H 0.410 -1.072 -3.587 0.00 -0.02 0.03
H -2.268 -5.331 0.771 -0.04 0.01 -0.05
H -0.426 3.319 -1.407 0.04 0.03 0.14
H -1.906 1.252 6.013 -0.03 0.08 -0.10
```
Positions in Å, forces in eV/Å.

Properties
Charge: +1
HOMO (alpha / beta), eV: -10.062 / -10.009
HOMO-LUMO gap (alpha / beta), eV: 5.6514 / 5.4093

---

No. 4
C47H55BrF4InP2 | ωB97M-V/def2-TZVPD

XYZ file:
```
110
Properties=species:S:1:pos:R:3:forces:R:3
In 0.170 0.171 0.177 0.17 -0.35 -0.26
Br 0.566 3.305 0.404 -0.40 0.11 0.08
P 2.874 0.758 0.054 -0.17 0.34 0.02
P -0.368 -2.457 -0.022 0.34 0.55 0.01
F 2.006 5.870 0.469 0.11 0.13 -0.04
F 6.436 4.354 0.102 0.06 0.05 0.03
F 5.536 1.803 0.107 0.20 0.18 -0.01
F 4.655 6.402 0.295 0.02 0.08 0.02
C -2.868 -1.062 -0.191 -0.30 -0.28 -0.02
C 5.148 4.118 0.174 -0.06 -0.08 0.01
C 1.948 -2.619 -1.573 -0.04 -0.09 0.12
C -0.550 -2.794 2.710 -0.05 -0.02 -0.07
C -4.014 0.151 3.091 0.07 -0.08 -0.10
C -4.913 -2.320 -0.637 -0.09 0.06 -0.01
C 0.464 -2.987 -1.642 -0.10 0.09 0.28
C 0.310 -4.484 -1.915 0.02 -0.03 -0.02
C 4.238 5.165 0.270 -0.01 -0.16 -0.01
C 1.564 -3.569 1.630 -0.05 0.01 -0.05
C 3.502 -0.028 1.542 -0.21 -0.29 -0.21
C 3.582 0.254 -1.528 -0.23 -0.13 0.14
C 3.218 0.169 -3.910 0.00 0.02 -0.03
C 2.879 4.883 0.348 -0.31 -0.10 0.00
C -0.569 -4.913 1.412 -0.02 -0.05 -0.02
C -2.467 0.686 -2.536 0.01 0.16 -0.16
C -2.542 3.178 0.340 -0.08 -0.10 0.01
C 4.822 -0.366 -1.679 -0.07 0.09 0.01
C 2.786 0.524 -2.646 0.02 0.07 0.12
C 3.160 0.580 2.755 0.02 0.03 -0.08
C -2.400 0.359 0.015 0.87 -0.08 -0.04
C 4.575 -1.818 2.727 0.01 -0.03 0.01
C -4.193 -3.496 -0.738 0.00 -0.19 -0.03
C 4.446 -0.467 -4.060 -0.03 0.01 0.03
C 3.549 -0.006 3.946 -0.06 -0.02 0.03
C -2.573 0.086 2.559 -0.05 0.10 0.16
C -4.254 -1.134 -0.372 0.11 0.18 0.08
C -2.439 0.947 1.327 0.06 -0.01 0.16
C -2.477 2.601 -0.931 -0.02 0.06 0.11
C -4.157 4.925 1.052 0.12 -0.07 -0.02
C 2.427 3.576 0.300 0.07 0.01 0.06
C 0.042 -3.514 1.502 -0.02 0.34 -0.23
C -2.414 5.527 -0.663 0.04 -0.14 0.11
C -2.487 2.326 1.450 0.05 0.06 -0.13
C -2.405 1.230 -1.124 0.00 0.00 -0.16
C 4.175 -1.250 1.527 0.07 0.15 -0.03
C 5.241 -0.723 -2.952 0.06 -0.08 -0.02
C -2.827 -3.466 -0.550 0.09 0.14 0.06
C -0.212 -2.178 -2.748 -0.06 -0.05 0.10
C -3.838 0.981 -3.164 0.04 -0.13 0.07
C 3.315 2.516 0.207 -0.07 -0.26 -0.02
C 4.267 -1.198 3.930 0.00 -0.02 -0.01
C 4.675 2.816 0.160 -0.22 -0.20 0.05
C -2.720 4.661 0.558 -0.14 0.15 0.00
C -1.582 0.493 3.654 -0.09 -0.09 -0.17
C -1.356 1.283 -3.408 -0.05 -0.11 0.13
C -2.144 -2.272 -0.263 0.00 -0.14 0.06
H -4.382 4.363 1.959 -0.04 0.01 0.02
H -4.720 -0.214 2.346 -0.06 0.01 0.03
H 4.393 -1.748 0.591 0.03 -0.02 0.03
H -0.231 -5.478 0.547 -0.02 -0.01 0.00
H -4.044 2.051 -3.177 0.01 0.02 -0.02
H -1.565 -0.259 4.442 0.05 0.00 0.01
H 2.608 0.385 -4.776 -0.01 0.02 0.00
H -3.859 0.620 -4.191 -0.01 0.00 -0.01
H -0.156 -1.779 2.809 -0.03 0.03 0.08
H -2.351 6.570 -0.360 -0.03 0.01 -0.02
H 4.785 -0.755 -5.046 0.02 0.00 -0.01
H -1.638 -2.772 2.657 -0.02 0.07 0.03
H -0.286 -3.343 3.615 0.07 -0.01 -0.01
H 1.832 1.031 -2.518 0.00 -0.01 -0.08
H 2.097 -1.594 -1.227 -0.01 -0.19 -0.10
H -3.204 5.451 -1.410 0.02 -0.01 -0.04
H -2.273 -4.390 -0.625 -0.03 -0.03 0.01
H -2.050 4.953 1.374 0.06 -0.08 -0.02
H 0.229 -2.449 -3.709 0.09 0.04 0.01
H -4.687 -4.433 -0.955 -0.02 0.00 -0.01
H -2.342 -0.397 -2.503 0.00 0.04 0.05
H 2.513 -3.288 -0.928 -0.01 0.01 0.03
H 2.380 -2.694 -2.573 -0.01 0.05 -0.03
H -2.382 -0.945 2.268 0.03 0.00 0.00
H -1.279 -2.388 -2.806 -0.01 0.06 -0.03
H 2.018 -4.212 0.877 0.02 0.02 -0.01
H -2.550 2.761 2.440 0.03 0.00 0.01
H -4.825 -0.216 -0.305 -0.04 0.00 0.00
H -1.551 2.330 -3.638 0.06 0.03 0.02
H -0.254 -5.466 2.300 0.02 0.03 0.02
H -5.986 -2.324 -0.773 -0.02 0.02 0.01
H 2.009 -2.571 1.576 0.00 -0.11 0.02
H 5.130 -2.746 2.721 0.01 -0.01 0.01
H -4.881 4.650 0.284 -0.02 0.00 0.00
H -4.106 -0.468 3.983 -0.03 0.00 0.00
H -0.381 1.221 -2.906 0.00 0.03 -0.09
H -0.732 -4.793 -1.975 -0.01 -0.05 0.00
H -0.565 0.607 3.252 0.05 -0.01 0.10
H 0.834 -5.093 -1.181 -0.02 0.00 0.01
H -0.060 -1.101 -2.605 -0.03 0.02 -0.07
H -1.870 1.437 4.116 0.08 0.05 0.00
H -4.636 0.485 -2.614 -0.05 0.02 -0.03
H 6.201 -1.206 -3.077 0.02 0.03 -0.01
H -4.288 1.173 3.356 0.00 0.02 0.01
H -2.545 3.243 -1.799 0.08 0.02 -0.01
H 4.579 -1.647 4.863 0.02 0.00 0.01
H 0.763 -4.700 -2.884 0.00 0.04 -0.02
H -1.295 0.744 -4.353 0.05 0.01 -0.02
H -1.462 5.257 -1.124 0.03 0.05 -0.05
H 3.298 0.465 4.887 0.02 0.01 0.01
H -1.656 -4.881 1.424 -0.01 -0.02 0.02
H -4.274 5.985 1.271 -0.03 0.00 0.00
H 2.605 1.513 2.764 0.08 0.04 0.04
H 5.473 -0.532 -0.834 -0.01 -0.04 0.00
H 1.817 -3.989 2.604 -0.03 -0.01 0.03
```
Positions in Å, forces in eV/Å.

Properties
Charge: +3
HOMO, eV: -16.800
HOMO-LUMO gap, eV: 6.3309

---

Asked for max |F| across the records above, the calculation gives 4.9; 4.7; 0.8; 0.9 eV Å⁻¹ in order.